# C28H40F32O12

A 8-piece molecular cluster, C28H40F32O12 overall (wB97M-V/def2-TZVPD, the OMol25 dataset).

Orbital gap ... 10.369 eV
SMILES ... FC(F)C(F)(F)COC(F)(F)C(F)F.FC(F)C(F)(F)COC(F)(F)C(F)F.FC(F)C(F)(F)COC(F)(F)C(F)F.FC(F)C(F)(F)COC(F)(F)C(F)F.OCCO.OCCO.OCCO.OCCO
Relative energy (zero: lowest compared OMol25 entry of this formula, charge and spin) ... 6.2 kcal per mole
HOMO ... -9.91 eV
2S+1 ... 1
E_LUMO ... 0.464 eV

Each line ends with the Mulliken charge.
Atoms and positions in Å:
1 F -1.60939 -5.23686 -1.77912  -0.27
2 C -1.31860 -5.01480 -0.50255  0.81
3 F -2.47139 -5.23488 0.29212  -0.33
4 C -0.22481 -5.98582 -0.02724  0.93
5 F 0.84802 -5.72660 -0.84803  -0.25
6 F -0.64580 -7.31631 -0.24715  -0.34
7 C 0.01181 -6.07937 1.45681  -1.05
8 O 0.35853 -4.77109 1.98996  -0.13
9 C 0.12954 -4.73022 3.31624  0.92
10 F -1.14898 -4.49093 3.60001  -0.28
11 F 0.51928 -5.80744 4.07669  -0.32
12 C 0.88323 -3.51001 3.75693  -0.07
13 F 2.14182 -3.79729 4.22466  -0.33
14 F 0.97895 -2.60155 2.74236  -0.06
15 H -1.01281 -3.98121 -0.33786  -0.29
16 H 0.80006 -6.82216 1.68833  0.39
17 H -1.00798 -6.41544 1.82682  0.40
18 H 0.37236 -3.02559 4.54624  0.27
19 F -2.17181 4.07331 1.23163  -0.07
20 C -2.89776 4.92709 0.53977  -0.02
21 F -2.69858 6.22591 1.06447  -0.34
22 C -2.40273 4.96740 -0.91540  1.21
23 F -3.14586 6.07504 -1.40504  -0.38
24 F -2.89755 3.87286 -1.56737  -0.17
25 C -0.97980 5.26530 -1.23520  -1.36
26 O -0.22200 4.03216 -1.42713  -0.22
27 C 0.37044 3.92944 -2.65494  0.68
28 F -0.49469 3.99806 -3.63579  -0.28
29 F 1.25553 4.93574 -2.84746  -0.31
30 C 1.21218 2.64108 -2.71414  1.22
31 F 1.86320 2.69554 -3.89522  -0.30
32 F 2.09156 2.70594 -1.71442  -0.22
33 H -3.96722 4.67944 0.61944  0.16
34 H -0.47714 5.80522 -0.49157  0.51
35 H -1.07242 5.89528 -2.14928  0.41
36 H 0.59309 1.70403 -2.63642  -0.64
37 F 3.59034 5.38757 3.25059  -0.28
38 C 2.53992 4.73935 3.75972  0.13
39 F 1.55296 5.68435 3.91692  -0.29
40 C 2.03937 3.69910 2.69147  0.93
41 F 2.90117 2.71326 2.53231  -0.25
42 F 1.87364 4.30587 1.45480  -0.27
43 C 0.70686 3.04549 3.03344  0.09
44 O 1.09590 2.29228 4.21305  -0.50
45 C 0.21263 1.40841 4.71063  0.82
46 F -0.71510 1.96733 5.50567  -0.33
47 F -0.46954 0.82107 3.64854  -0.22
48 C 0.99659 0.30746 5.38885  0.47
49 F 1.87639 0.85863 6.20954  -0.29
50 F 0.08123 -0.48660 6.00022  -0.27
51 H 2.78031 4.19634 4.68824  0.32
52 H 0.45823 2.40846 2.21870  -0.56
53 H -0.00402 3.80360 3.29047  0.57
54 H 1.60549 -0.26400 4.70172  0.12
55 F 1.86787 -0.22757 1.11841  -0.03
56 C 2.76214 -0.40125 0.07938  0.65
57 F 3.61462 0.62922 0.09138  -0.32
58 C 3.63832 -1.63563 0.44809  1.01
59 F 2.77694 -2.71616 0.22794  -0.19
60 F 3.94881 -1.56955 1.74243  -0.33
61 C 4.95244 -1.83277 -0.27160  -1.19
62 O 4.68935 -1.94358 -1.60421  -0.40
63 C 5.71805 -2.15443 -2.51341  0.93
64 F 6.35584 -0.95018 -2.68540  -0.32
65 F 6.65741 -3.01938 -2.07308  -0.29
66 C 5.15424 -2.54110 -3.84842  0.39
67 F 6.16968 -2.31507 -4.74048  -0.31
68 F 4.78229 -3.82796 -3.90662  -0.23
69 H 2.22445 -0.42338 -0.84006  -0.41
70 H 5.31253 -2.78196 0.07460  0.45
71 H 5.60906 -0.92583 -0.02922  0.31
72 H 4.38932 -1.84714 -4.15755  0.18
73 O -4.96082 2.41070 0.07070  -0.34
74 C -5.91058 1.48624 0.68210  -0.65
75 C -5.25781 0.22232 1.29245  -0.32
76 O -4.57667 -0.52881 0.32104  -0.49
77 H -4.70707 2.05848 -0.81840  0.20
78 H -6.22395 1.99317 1.61354  0.39
79 H -6.75185 1.19647 0.05532  0.28
80 H -5.95854 -0.43491 1.80982  0.46
81 H -4.55186 0.57435 2.06534  0.09
82 H -4.55027 -0.10765 -0.54074  0.27
83 O -1.15786 0.38408 -3.91011  -0.35
84 C -2.47946 0.36964 -4.33709  -0.63
85 C -3.33582 1.25732 -3.38159  -0.28
86 O -3.44409 0.74895 -2.09494  -0.28
87 H -0.89927 -0.45167 -3.48178  0.27
88 H -2.64881 0.74805 -5.37199  0.35
89 H -2.75661 -0.70854 -4.31562  0.25
90 H -4.27460 1.29270 -3.91363  0.49
91 H -2.87770 2.23273 -3.36119  0.09
92 H -2.52931 0.64672 -1.69799  0.02
93 O 2.02631 -0.68530 -3.20671  -0.47
94 C 1.65101 -2.06261 -3.35477  -1.45
95 C 0.53875 -2.60330 -2.49510  0.50
96 O -0.68130 -1.92194 -2.63792  -0.63
97 H 1.44055 -0.22755 -3.78401  0.25
98 H 1.30083 -2.14767 -4.41869  0.45
99 H 2.51207 -2.62920 -3.07462  0.46
100 H 0.92247 -2.47491 -1.48582  0.04
101 H 0.49323 -3.63522 -2.81605  0.36
102 H -1.04483 -1.86437 -1.76682  0.09
103 O -1.13733 1.14473 -0.47915  1.41
104 C -1.46097 0.74420 0.84992  1.38
105 C -1.17171 -0.68930 0.92027  -0.51
106 O -1.81164 -1.45557 -0.08919  -0.17
107 H -1.18952 2.10484 -0.48734  -0.63
108 H -0.97845 1.32655 1.65027  -0.76
109 H -2.55616 0.83465 0.98944  -0.42
110 H -1.41076 -1.03289 1.93058  0.45
111 H -0.14555 -0.96705 0.81915  -0.43
112 H -2.75206 -1.43397 -0.01687  0.27

Force components x, y, z for each atom (eV/Å):
F -0.2 -0.1 -0.2
C -0.8 -0.2 1.8
F 1.3 0.2 -1.1
C -0.4 -1.5 -0.8
F -0.5 -0.4 1.0
F 0.4 1.3 -0.7
C -0.6 0.5 0.3
O -0.4 -2.7 -0.5
C 1.3 0.9 0.3
F -1.2 -0.5 0.0
F -0.4 0.4 -1.1
C 1.6 1.4 0.8
F -0.6 -0.1 -0.7
F 0.1 -0.4 0.4
H -0.1 0.1 -0.1
H -0.5 0.5 -0.2
H 1.4 0.4 -0.1
H -0.6 0.5 1.0
F 0.9 -0.9 0.9
C -0.5 1.9 -0.3
F 0.0 -1.7 -0.4
C -2.9 1.2 -0.1
F 0.7 -1.1 0.1
F 0.7 0.4 0.4
C 0.4 -1.0 -1.9
O -0.7 0.7 -0.2
C 1.3 -0.4 1.2
F -1.1 0.0 -1.1
F -0.1 0.6 0.1
C -1.5 -0.6 -0.1
F 0.2 -0.4 -0.1
F 0.6 -0.2 0.4
H 0.4 0.1 -0.2
H 0.4 0.9 1.2
H 0.6 -0.6 0.4
H 0.5 0.9 -0.2
F 0.6 0.0 0.2
C -0.8 -0.5 -1.2
F 0.3 -0.8 0.3
C -1.4 1.0 -0.6
F 1.5 -0.4 -0.1
F 0.2 0.0 0.9
C 1.6 0.6 1.4
O -0.5 0.3 -0.2
C -0.2 -0.1 -1.6
F 0.1 0.0 -0.1
F 0.0 0.1 0.9
C -0.4 -0.4 -0.6
F 0.3 0.3 1.6
F 0.5 -0.1 0.5
H -0.1 0.6 -0.1
H -0.4 -0.4 -0.5
H -0.7 0.2 -0.1
H -0.4 -0.4 -0.6
F 0.4 0.0 -0.5
C 0.9 -0.4 1.7
F 0.2 0.9 -0.1
C -1.6 -0.2 -0.9
F 0.9 0.3 0.3
F -0.1 -0.1 0.7
C 0.6 1.4 1.3
O -0.2 -0.7 -3.1
C 0.1 1.5 1.9
F -0.1 -0.5 0.1
F -0.5 0.1 0.0
C 0.8 0.5 -1.3
F -0.1 -0.7 -0.1
F -0.1 0.1 0.1
H -0.3 -0.3 -0.8
H 0.7 -0.3 0.7
H -0.7 -1.4 -0.2
H -0.8 -0.1 0.2
O -0.7 -1.5 -0.5
C 0.9 0.1 1.7
C 0.5 1.1 -0.5
O 0.4 -1.1 0.0
H 0.0 0.3 0.9
H -0.5 0.2 -0.8
H 0.0 0.4 -0.3
H -0.4 0.2 -0.2
H 0.0 -0.1 -0.2
H 0.0 0.4 -0.3
O 1.6 0.9 -0.2
C -0.9 -0.6 0.7
C 1.0 -1.1 -2.0
O 0.4 -0.6 1.3
H -0.4 -0.1 0.0
H 0.6 -0.1 0.5
H -0.7 0.7 -0.1
H -0.8 0.3 0.5
H 0.1 0.6 -0.2
H -1.0 0.3 -0.4
O 0.2 -0.9 1.1
C -1.0 1.0 -1.6
C 1.1 0.9 0.1
O 0.4 -0.3 -1.2
H -0.6 1.0 -0.6
H 0.8 -0.6 0.6
H 0.6 -0.6 -0.4
H -0.3 -0.5 0.5
H -0.4 -0.6 0.4
H -1.0 0.4 1.2
O 0.3 0.6 0.2
C -1.2 0.5 -0.4
C 0.2 -1.6 1.0
O 1.1 -0.4 -0.4
H 0.1 0.3 -0.4
H 0.0 -0.3 -0.7
H 0.3 0.3 0.0
H -0.4 -0.2 0.0
H 0.8 0.3 -0.2
H -1.4 0.3 0.4